# C60H95N5O30

A 10-piece molecular cluster, C60H95N5O30 overall at a distorted geometry (ωB97M-V/def2-TZVPD, OMol25).

Output
orbital gap	7.00	eV
relative energy (zero: lowest compared OMol25 entry of this formula, charge and spin)	0.0000	eV
E_tot	-132625.076	eV
LUMO level	-0.0592	Ha
2S+1	1
SMILES	O=C1C=C(O)C(=O)C=C1O.O=C1C=C(O)C(=O)C=C1O.O=C1C=C(O)C(=O)C=C1O.O=C1C=C(O)C(=O)C=C1O.O=C1C=C(O)C(=O)C=C1O.COCCNCCOC.COCCNCCOC.COCCNCCOC.COCCNCCOC.COCCNCCOC

Last columns: bonded neighbours and bond lengths (Å).
Positions of all 190 atoms, in Å:
1 O 10.576 23.165 25.875  C2 1.244
2 C 11.343 23.399 26.827  O1 1.244, C3 1.462, C9 1.521
3 C 12.804 23.332 26.846  C2 1.462, C4 1.342, H11 1.083
4 C 13.480 23.499 27.993  C3 1.342, O5 1.317, C6 1.530
5 O 14.791 23.540 28.110  C4 1.317, H12 0.968
6 C 12.741 23.822 29.293  C4 1.530, O7 1.203, C8 1.436
7 O 13.481 23.957 30.232  C6 1.203
8 C 11.311 23.961 29.301  C6 1.436, C9 1.344, H13 1.074
9 C 10.668 23.783 28.135  C2 1.521, C8 1.344, O10 1.321
10 O 9.351 23.751 28.037  C9 1.321, H14 0.990
11 H 13.261 23.192 25.874  C3 1.083
12 H 14.894 23.672 29.064  O5 0.968
13 H 10.766 24.144 30.209  C8 1.074
14 H 9.237 23.571 27.071  O10 0.990
15 O 18.556 20.259 27.698  C16 1.220
16 C 19.458 21.039 27.438  O15 1.220, C17 1.417, C23 1.527
17 C 20.291 21.053 26.291  C16 1.417, C18 1.354, H25 1.089
18 C 21.251 21.981 26.069  C17 1.354, O19 1.263, C20 1.541
19 O 21.952 22.102 25.025  C18 1.263, H26 1.046
20 C 21.563 22.996 27.186  C18 1.541, O21 1.231, C22 1.496
21 O 22.311 23.913 26.845  C20 1.231
22 C 20.726 22.993 28.427  C20 1.496, C23 1.344, H27 1.089
23 C 19.712 22.113 28.492  C16 1.527, C22 1.344, O24 1.342
24 O 18.914 21.908 29.552  C23 1.342, H28 0.977
25 H 20.034 20.252 25.599  C17 1.089
26 H 22.474 22.995 24.871  O19 1.046
27 H 20.825 23.780 29.173  C22 1.089
28 H 18.384 21.153 29.228  O24 0.977
29 O 13.055 23.156 23.596  C30 1.229
30 C 13.278 22.338 22.706  O29 1.229, C31 1.461, C37 1.498
31 C 14.294 22.300 21.656  C30 1.461, C32 1.357, H39 1.083
32 C 14.549 21.226 20.868  C31 1.357, O33 1.323, C34 1.529
33 O 15.561 21.016 20.041  C32 1.323, H40 1.025
34 C 13.696 19.959 20.937  C32 1.529, O35 1.216, C36 1.473
35 O 14.073 19.086 20.180  C34 1.216
36 C 12.627 20.050 21.948  C34 1.473, C37 1.346, H41 1.080
37 C 12.393 21.129 22.717  C30 1.498, C36 1.346, O38 1.318
38 O 11.402 21.261 23.576  C37 1.318, H42 0.961
39 H 14.902 23.195 21.670  C31 1.083
40 H 15.438 20.065 19.681  O33 1.025
41 H 11.917 19.237 21.989  C36 1.080
42 H 11.520 22.102 24.027  O38 0.961
43 O 19.478 22.225 19.789  C44 1.251
44 C 20.726 22.285 19.842  O43 1.251, C45 1.461, C51 1.510
45 C 21.541 23.495 19.760  C44 1.461, C46 1.363, H53 1.076
46 C 22.903 23.447 19.737  C45 1.363, O47 1.342, C48 1.553
47 O 23.743 24.493 19.778  C46 1.342, H54 0.981
48 C 23.667 22.096 19.694  C46 1.553, O49 1.221, C50 1.412
49 O 24.881 22.223 19.688  C48 1.221
50 C 22.810 20.976 19.775  C48 1.412, C51 1.352, H55 1.074
51 C 21.483 20.994 20.038  C44 1.510, C50 1.352, O52 1.299
52 O 20.795 19.893 20.068  C51 1.299, H56 1.013
53 H 20.961 24.401 19.753  C45 1.076
54 H 24.594 24.014 19.867  O47 0.981
55 H 23.155 19.961 19.724  C50 1.074
56 H 19.814 20.068 20.251  O52 1.013
57 O 12.872 15.091 27.655  C58 1.212
58 C 13.733 15.777 27.148  O57 1.212, C59 1.470, C65 1.544
59 C 14.648 16.799 27.677  C58 1.470, C60 1.344, H67 1.086
60 C 15.468 17.552 26.923  C59 1.344, O61 1.302, C62 1.470
61 O 16.180 18.540 27.383  C60 1.302, H68 0.965
62 C 15.729 17.267 25.504  C60 1.470, O63 1.203, C64 1.494
63 O 16.575 17.941 24.979  C62 1.203
64 C 14.926 16.147 24.927  C62 1.494, C65 1.373, H69 1.084
65 C 13.993 15.458 25.660  C58 1.544, C64 1.373, O66 1.362
66 O 13.133 14.508 25.200  C65 1.362, H70 0.980
67 H 14.617 17.012 28.742  C59 1.086
68 H 16.683 18.856 26.623  O61 0.965
69 H 15.068 15.935 23.874  C64 1.084
70 H 12.605 14.375 26.014  O66 0.980
71 C 22.016 16.942 19.836  O72 1.441, H80 1.101, H81 1.098, H82 1.100
72 O 23.237 16.176 19.853  C71 1.441, C73 1.410
73 C 23.283 15.250 20.916  O72 1.410, C74 1.499, H83 1.093, H84 1.089
74 C 24.536 14.433 20.811  C73 1.499, N75 1.458, H85 1.085, H86 1.106
75 N 24.345 13.489 19.717  C74 1.458, C76 1.446, H87 1.021
76 C 25.585 12.861 19.317  N75 1.446, C77 1.514, H88 1.094, H89 1.106
77 C 25.352 11.685 18.393  C76 1.514, O78 1.412, H90 1.101, H91 1.096
78 O 25.158 10.502 19.138  C77 1.412, C79 1.434
79 C 26.380 9.907 19.597  O78 1.434, H92 1.103, H93 1.086, H94 1.095
80 H 21.145 16.275 19.744  C71 1.101
81 H 22.006 17.607 18.963  C71 1.098
82 H 21.905 17.561 20.738  C71 1.100
83 H 22.439 14.557 20.944  C73 1.093
84 H 23.258 15.750 21.884  C73 1.089
85 H 24.757 13.849 21.698  C74 1.085
86 H 25.387 15.120 20.651  C74 1.106
87 H 24.054 14.087 18.942  N75 1.021
88 H 26.150 12.554 20.202  C76 1.094
89 H 26.194 13.580 18.738  C76 1.106
90 H 26.122 11.649 17.608  C77 1.101
91 H 24.392 11.826 17.884  C77 1.096
92 H 27.118 9.740 18.795  C79 1.103
93 H 26.109 8.925 19.972  C79 1.086
94 H 26.927 10.513 20.327  C79 1.095
95 C 19.463 21.893 10.913  O96 1.426, H104 1.098, H105 1.114, H106 1.119
96 O 18.239 21.254 10.558  C95 1.426, C97 1.434
97 C 17.627 20.555 11.651  O96 1.434, C98 1.532, H107 1.093, H108 1.103
98 C 16.495 19.719 11.047  C97 1.532, N99 1.459, H109 1.097, H110 1.099
99 N 15.742 19.236 12.199  C98 1.459, C100 1.449, H111 1.011
100 C 16.527 18.332 13.015  N99 1.449, C101 1.506, H112 1.096, H113 1.123
101 C 15.492 17.571 13.802  C100 1.506, O102 1.406, H114 1.087, H115 1.104
102 O 14.904 16.590 12.983  C101 1.406, C103 1.392
103 C 15.569 15.389 13.216  O102 1.392, H116 1.097, H117 1.108, H118 1.108
104 H 19.336 22.609 11.737  C95 1.098
105 H 19.838 22.446 10.021  C95 1.114
106 H 20.271 21.139 11.089  C95 1.119
107 H 17.160 21.238 12.366  C97 1.093
108 H 18.361 19.901 12.150  C97 1.103
109 H 16.785 18.887 10.394  C98 1.097
110 H 15.877 20.372 10.415  C98 1.099
111 H 14.959 18.684 11.874  N99 1.011
112 H 17.150 18.979 13.644  C100 1.096
113 H 17.181 17.595 12.476  C100 1.123
114 H 14.683 18.266 14.006  C101 1.087
115 H 15.831 17.189 14.781  C101 1.104
116 H 15.068 14.751 12.477  C103 1.097
117 H 15.412 15.012 14.246  C103 1.108
118 H 16.647 15.356 12.962  C103 1.108
119 C 18.934 25.435 22.184  O120 1.414, H128 1.101, H129 1.114, H130 1.102
120 O 20.176 25.811 22.746  C119 1.414, C121 1.383
121 C 20.886 24.760 23.297  O120 1.383, C122 1.519, H131 1.091, H132 1.112
122 C 22.231 25.283 23.770  C121 1.519, N123 1.477, H133 1.097, H134 1.104
123 N 23.155 24.164 24.041  C122 1.477, C124 1.451, H135 1.025
124 C 24.438 24.569 24.584  N123 1.451, C125 1.562, H136 1.092, H137 1.085
125 C 25.105 25.630 23.653  C124 1.562, O126 1.444, H138 1.095, H139 1.097
126 O 25.455 25.104 22.354  C125 1.444, C127 1.383
127 C 25.992 26.090 21.547  O126 1.383, H140 1.094, H141 1.098, H142 1.103
128 H 18.311 24.941 22.945  C119 1.101
129 H 19.082 24.738 21.328  C119 1.114
130 H 18.394 26.325 21.820  C119 1.102
131 H 21.098 24.027 22.517  C121 1.091
132 H 20.285 24.304 24.113  C121 1.112
133 H 22.068 25.934 24.638  C122 1.097
134 H 22.575 25.829 22.873  C122 1.104
135 H 23.328 23.685 23.152  N123 1.025
136 H 24.989 23.653 24.808  C124 1.092
137 H 24.289 25.072 25.534  C124 1.085
138 H 26.019 25.948 24.164  C125 1.095
139 H 24.426 26.480 23.503  C125 1.097
140 H 26.596 25.545 20.817  C127 1.094
141 H 26.635 26.783 22.107  C127 1.098
142 H 25.164 26.668 21.104  C127 1.103
143 C 11.064 18.972 11.061  O144 1.393, H152 1.097, H153 1.099, H154 1.090
144 O 11.647 19.207 12.304  C143 1.393, C145 1.439
145 C 12.335 20.471 12.339  O144 1.439, C146 1.575, H155 1.110, H156 1.107
146 C 12.774 20.721 13.831  C145 1.575, N147 1.454, H157 1.082, H158 1.100
147 N 13.978 21.537 13.834  C146 1.454, C148 1.450, H159 1.018
148 C 14.225 21.978 15.193  N147 1.450, C149 1.470, H160 1.120, H161 1.098
149 C 15.533 22.644 15.279  C148 1.470, O150 1.397, H162 1.110, H163 1.122
150 O 16.467 21.662 14.940  C149 1.397, C151 1.379
151 C 17.786 22.053 15.034  O150 1.379, H164 1.108, H165 1.106, H166 1.101
152 H 11.735 19.098 10.202  C143 1.097
153 H 10.164 19.580 10.895  C143 1.099
154 H 10.763 17.925 11.091  C143 1.090
155 H 11.732 21.310 11.934  C145 1.110
156 H 13.236 20.432 11.698  C145 1.107
157 H 13.007 19.768 14.288  C146 1.082
158 H 11.977 21.176 14.437  C146 1.100
159 H 14.775 21.016 13.471  N147 1.018
160 H 14.130 21.107 15.891  C148 1.120
161 H 13.482 22.758 15.408  C148 1.098
162 H 15.725 23.057 16.291  C149 1.110
163 H 15.530 23.527 14.588  C149 1.122
164 H 18.073 22.227 16.090  C151 1.108
165 H 18.006 22.954 14.432  C151 1.106
166 H 18.488 21.295 14.654  C151 1.101
167 C 16.468 19.401 17.114  O168 1.392, H176 1.115, H177 1.085, H178 1.108
168 O 16.761 19.305 18.470  C167 1.392, C169 1.387
169 C 17.848 18.510 18.805  O168 1.387, C170 1.556, H179 1.107, H180 1.110
170 C 17.901 18.400 20.356  C169 1.556, N171 1.460, H181 1.085, H182 1.101
171 N 18.292 19.700 20.894  C170 1.460, C172 1.458, H183 1.021
172 C 18.352 19.660 22.350  N171 1.458, C173 1.528, H184 1.101, H185 1.110
173 C 18.179 21.026 23.013  C172 1.528, O174 1.422, H186 1.080, H187 1.106
174 O 16.911 21.036 23.655  C173 1.422, C175 1.413
175 C 16.826 22.197 24.457  O174 1.413, H188 1.090, H189 1.092, H190 1.100
176 H 17.406 19.534 16.525  C167 1.115
177 H 15.876 20.300 16.981  C167 1.085
178 H 15.901 18.496 16.816  C167 1.108
179 H 18.803 18.897 18.401  C169 1.107
180 H 17.758 17.539 18.275  C169 1.110
181 H 18.743 17.758 20.593  C170 1.085
182 H 16.964 18.001 20.774  C170 1.101
183 H 17.811 20.546 20.586  N171 1.021
184 H 19.293 19.151 22.612  C172 1.101
185 H 17.557 19.041 22.815  C172 1.110
186 H 18.122 21.922 22.413  C173 1.080
187 H 19.002 21.131 23.745  C173 1.106
188 H 15.807 22.320 24.824  C175 1.090
189 H 17.067 23.045 23.813  C175 1.092
190 H 17.540 22.136 25.292  C175 1.100

Atom charges from the Löwdin analysis, given in e for atoms 1 to 99: O 0.0799; C -0.2526; C 0.0775; C -0.2250; O 0.1334; C -0.3192; O 0.1161; C 0.0748; C -0.2342; O 0.1149; H 0.1026; H 0.1040; H 0.1346; H 0.1167; O 0.0828; C -0.3356; C 0.0399; C -0.2792; O 0.0988; C -0.2478; O 0.0813; C 0.0754; C -0.2262; O 0.0970; H 0.1281; H 0.0820; H 0.1292; H 0.0943; O 0.0733; C -0.2982; C 0.0673; C -0.2139; O 0.0694; C -0.2747; O 0.1064; C 0.0799; C -0.2382; O 0.1273; H 0.1248; H 0.1065; H 0.1268; H 0.0710; O 0.0705; C -0.2827; C 0.0516; C -0.1969; O 0.0899; C -0.3067; O 0.1013; C 0.0590; C -0.2397; O 0.0796; H 0.1189; H 0.0915; H 0.1250; H 0.0732; O 0.1050; C -0.2967; C 0.0785; C -0.2701; O 0.1343; C -0.3130; O 0.1240; C 0.0857; C -0.1945; O 0.0869; H 0.1316; H 0.0905; H 0.1207; H 0.0953; C -0.0996; O -0.1862; C -0.2599; C -0.2247; N -0.0628; C -0.2308; C -0.2338; O -0.1834; C -0.1050; H 0.0874; H 0.0835; H 0.0800; H 0.1252; H 0.1192; H 0.1206; H 0.1265; H 0.1120; H 0.1132; H 0.1226; H 0.1191; H 0.1236; H 0.0854; H 0.0846; H 0.0756; C -0.1147; O -0.1976; C -0.2156; C -0.1824; N -0.0744